This record from the OMol25 dataset describes C4H7NO2 in the gas phase at a distorted geometry. The level of theory is ωB97M-V with the def2-TZVPD basis set.

Cartesian coordinates (Å):
1 C -0.081 1.703 0.102
2 C 0.083 0.502 -0.771
3 C 0.888 -0.657 -0.400
4 N 0.269 -1.276 0.718
5 C -1.160 -1.251 0.648
6 O -1.798 -2.045 1.315
7 O -1.570 -0.301 -0.184
8 H -0.314 1.401 1.121
9 H -0.940 2.222 -0.325
10 H 0.768 2.402 0.093
11 H 0.331 0.781 -1.820
12 H 1.749 0.038 -0.244
13 H 1.169 -1.326 -1.226
14 H 0.607 -2.193 0.973

Cartesian forces (eV/Å) of the 2 atoms listed first:
-0.24 -0.06 0.07
-1.87 -0.45 0.21

* orbital gap: 9.97 eV
* relative energy (zero: lowest compared OMol25 entry of this formula, charge and spin): 2.224 eV

Löwdin atomic charge list, values in e, 2 entries: number 1, C, carries -0.063; number 2, C, carries -0.094

***

This record from the OMol25 dataset describes a molecular structure, C13H36BCaCl3FLiMgN3O11S at a distorted geometry. The level of theory is ωB97M-V with the def2-TZVPD basis set.

Cartesian coordinates (Å):
1 C -0.024 1.966 3.999
2 C -0.119 3.135 3.029
3 O 0.149 2.798 1.660
4 C -0.700 1.854 1.180
5 C -0.400 1.709 -0.338
6 O 0.988 1.715 -0.529
7 C 1.388 0.357 -0.544
8 N 0.556 -0.478 0.272
9 C 0.896 -1.875 0.040
10 C 2.291 -2.042 0.668
11 B 2.786 -3.583 0.537
12 N 2.326 -4.512 -0.506
13 O 3.670 -4.005 1.452
14 N 3.370 -1.128 0.063
15 C 2.889 0.317 -0.052
16 C 3.086 1.064 1.263
17 C 3.935 2.333 1.164
18 C 3.573 3.292 0.046
19 O 5.313 2.006 1.143
20 H -0.973 1.424 4.032
21 H 0.249 2.332 4.979
22 H 0.737 1.249 3.697
23 H 0.637 3.859 3.302
24 H -1.070 3.660 3.141
25 H -1.784 2.155 1.364
26 H -0.502 0.860 1.643
27 H -0.875 0.851 -0.786
28 H -0.812 2.588 -0.835
29 H 1.298 -0.054 -1.596
30 H 0.691 -0.286 1.269
31 H 0.829 -2.138 -1.039
32 H 0.168 -2.592 0.511
33 H 2.140 -1.843 1.786
34 H 1.295 -4.607 -0.479
35 H 2.602 -4.255 -1.446
36 H 3.903 -4.914 1.218
37 H 3.718 -1.462 -0.901
38 H 4.201 -1.172 0.662
39 H 3.478 0.782 -0.843
40 H 2.133 1.240 1.738
41 H 3.618 0.393 1.928
42 H 3.780 2.864 2.098
43 H 3.424 2.822 -0.922
44 H 4.391 3.998 -0.055
45 H 2.695 3.884 0.275
46 H 5.555 1.737 0.252
47 Cl -2.602 2.636 -3.797
48 C -4.219 2.312 -3.191
49 C -4.241 2.138 -1.674
50 Cl -3.391 0.616 -1.161
51 H -4.592 1.425 -3.725
52 H -4.849 3.159 -3.465
53 H -5.277 2.063 -1.307
54 H -3.773 2.979 -1.174
55 Cl 1.630 -0.870 3.304
56 Li -5.618 0.700 -2.590
57 O -8.150 -2.446 -4.888
58 S -8.653 -1.205 -4.214
59 O -7.597 -0.689 -3.323
60 O -9.843 -1.556 -3.465
61 O -8.954 -0.248 -5.274
62 Mg 2.325 -1.841 -1.902
63 O 7.016 -3.708 1.428
64 H 7.174 -4.119 0.572
65 H 6.071 -3.522 1.436
66 O -8.027 -3.483 -7.391
67 H -8.111 -3.706 -6.442
68 Ca -2.970 0.492 1.563
69 O -1.631 -1.840 4.005
70 H -1.521 -2.633 3.467
71 H -0.745 -1.449 4.028
72 F -0.606 -3.839 -0.040

Cartesian forces (eV/Å) of the 2 atoms listed first:
-0.17 0.12 -0.81
0.77 0.19 0.91

* charge: +1
* orbital gap: 1.87 eV

Löwdin atomic charge list, values in e, 2 entries: number 1, C, carries -0.082; number 2, C, carries -0.209

***

This record from the OMol25 dataset describes a molecular structure, C15H34BrN2NbO2P. The level of theory is ωB97M-V with the def2-TZVPD basis set.

Cartesian coordinates (Å):
1 C -3.722 -0.394 1.125
2 O -3.545 -0.306 2.526
3 C -2.927 -1.433 3.141
4 C -1.379 -1.446 3.169
5 C -0.652 -0.273 2.471
6 C 0.316 -0.756 1.390
7 C -0.387 -1.266 0.133
8 C 0.468 -2.270 -0.641
9 Nb 0.645 -4.419 -0.178
10 P 2.977 -4.827 0.913
11 O 3.124 -6.445 1.120
12 Br 3.160 -4.055 3.043
13 H -4.717 -0.013 0.875
14 H -2.967 0.198 0.591
15 H -3.643 -1.434 0.785
16 H -3.297 -2.347 2.657
17 H -3.322 -1.423 4.162
18 H -1.016 -2.382 2.727
19 H -1.074 -1.474 4.221
20 H -1.390 0.424 2.055
21 H -0.091 0.311 3.212
22 H 0.955 -1.549 1.802
23 H 0.975 0.079 1.118
24 H -1.340 -1.733 0.408
25 H -0.628 -0.385 -0.486
26 H 1.512 -1.898 -0.666
27 H 0.130 -2.355 -1.696
28 H 1.107 -5.427 -1.730
29 H 0.248 -5.990 0.709
30 H 0.320 -4.057 1.578
31 H -1.131 -4.595 -0.058
32 H 2.276 -6.814 1.396
33 C -1.913 4.166 1.262
34 C -0.602 4.137 2.032
35 C 0.627 4.164 1.111
36 C 0.646 3.011 0.213
37 N 0.589 2.105 -0.493
38 H -2.006 3.286 0.623
39 H -2.762 4.172 1.945
40 H -1.980 5.053 0.629
41 H -0.552 3.241 2.654
42 H -0.530 4.997 2.701
43 H 1.550 4.154 1.694
44 H 0.637 5.066 0.494
45 C 2.581 1.427 -5.967
46 C 2.461 1.250 -4.461
47 C 1.411 2.172 -3.833
48 C 1.712 3.591 -4.026
49 N 1.951 4.708 -4.173
50 H 2.898 2.441 -6.218
51 H 3.310 0.732 -6.384
52 H 1.624 1.242 -6.460
53 H 3.423 1.434 -3.979
54 H 2.178 0.225 -4.217
55 H 1.335 2.000 -2.758
56 H 0.425 1.979 -4.263

Cartesian forces (eV/Å) of the 2 atoms listed first:
0.08 -0.06 0.05
-0.04 -0.04 -0.05

* charge: -1
* orbital gap: 6.55 eV

Löwdin atomic charge list, values in e, 2 entries: number 1, C, carries -0.118; number 2, O, carries -0.217